The following is a DFT calculation (ωB97M-V/def2-TZVPD) of C45H40AsF6N4O8S2Y as an isolated structure.

The geometry in ORCA input format:
```
! RIJCOSX wB97M-V def2-TZVPD def2/J DEFGRID3
* xyz 2 1
Y 0.6343 -0.2204 1.0377
C -2.6324 -3.6871 1.3025
O -3.1415 -2.4747 1.9455
C -2.1533 -1.6003 1.8762
N -1.0320 -1.9858 1.3948
C -1.1189 -3.4578 1.2337
C -0.2518 -4.0204 2.3426
C -0.7619 -4.5234 3.5295
C 0.1004 -4.8815 4.5608
C 1.4689 -4.7246 4.4177
C 1.9870 -4.2240 3.2293
C 1.1289 -3.8824 2.1985
C -2.2904 -0.2808 2.5312
C -3.4392 0.2637 3.0728
C -3.3055 1.4382 3.8104
C -2.0504 1.9888 4.0361
C -0.9584 1.3537 3.4629
N -1.0981 0.2826 2.6967
C 0.4698 1.6356 3.7345
N 1.3956 0.8932 3.2629
C 2.6439 1.2888 3.9789
C 2.2341 2.6156 4.6422
O 0.7724 2.6130 4.5690
C 3.0173 0.1632 4.9180
C 2.3026 -0.0504 6.0934
C 2.6162 -1.1196 6.9176
C 3.6487 -1.9823 6.5728
C 4.3640 -1.7723 5.4040
C 4.0478 -0.7041 4.5747
H -3.0748 -3.7318 0.3085
H -2.9552 -4.5411 1.8875
H -0.7256 -3.7611 0.2620
H -1.8289 -4.6362 3.6732
H -0.3044 -5.2809 5.4810
H 2.1331 -4.9991 5.2258
H 3.0563 -4.1099 3.1084
H 1.5340 -3.5305 1.2523
H -4.3968 -0.2207 2.9442
H -4.1810 1.9005 4.2463
H -1.9147 2.8610 4.6599
H 3.4518 1.4566 3.2715
H 2.5795 3.4847 4.0858
H 2.5185 2.6979 5.6864
H 1.4991 0.6208 6.3785
H 2.0654 -1.2720 7.8363
H 3.9056 -2.8056 7.2264
H 5.1848 -2.4290 5.1453
H 4.6207 -0.5248 3.6733
F 2.2318 4.8923 0.6449
C 2.0990 4.2337 -0.4926
F 3.0721 4.5388 -1.3225
F 0.9212 4.5104 -1.0399
S 2.1114 2.4118 -0.2013
O 1.9982 1.7909 -1.4894
O 0.9727 2.1483 0.6945
N 3.4740 2.1806 0.5466
S 4.0206 0.7108 0.6320
O 5.0677 0.6018 1.5822
O 2.9084 -0.2607 0.7694
C 4.7629 0.2838 -1.0417
F 5.9055 -0.3401 -0.8374
F 3.9350 -0.5230 -1.7005
F 4.9662 1.3830 -1.7406
C -2.4825 2.5679 -1.3248
C -2.0409 2.1131 0.0459
O -1.4543 0.7907 -0.0141
H -2.9614 3.5443 -1.2604
H -3.1959 1.8670 -1.7611
H -1.6204 2.6674 -1.9895
H -2.8877 2.0367 0.7291
H -1.3104 2.8027 0.4675
H -1.1708 0.5947 -0.9185
O 0.3680 -0.8778 -1.0064
As 0.5689 -1.4469 -2.5887
C -1.1799 -1.9673 -3.1533
C -2.1708 -2.1469 -2.1944
C -3.4398 -2.5377 -2.5940
C -3.7074 -2.7548 -3.9395
C -2.7156 -2.5675 -4.8930
C -1.4466 -2.1652 -4.5040
C 1.7648 -2.9328 -2.5574
C 1.8505 -3.7594 -3.6742
C 2.7036 -4.8511 -3.6482
C 3.4614 -5.1141 -2.5139
C 3.3767 -4.2837 -1.4050
C 2.5274 -3.1877 -1.4261
C 1.1866 -0.1176 -3.8007
C 2.4714 -0.1697 -4.3259
C 2.8868 0.8267 -5.1968
C 2.0235 1.8595 -5.5342
C 0.7341 1.9000 -5.0155
C 0.3106 0.9062 -4.1512
H -1.9442 -1.9551 -1.1519
H -4.2269 -2.6678 -1.8620
H -4.6974 -3.0623 -4.2481
H -2.9326 -2.7261 -5.9405
H -0.6802 -1.9924 -5.2508
H 1.2562 -3.5625 -4.5592
H 2.7760 -5.4976 -4.5120
H 4.1251 -5.9680 -2.4973
H 3.9779 -4.4853 -0.5283
H 2.4898 -2.5119 -0.5811
H 3.1463 -0.9732 -4.0592
H 3.8841 0.7947 -5.6141
H 2.3522 2.6335 -6.2147
H 0.0609 2.6993 -5.2946
H -0.7026 0.9222 -3.7631
*
```

Computed properties:
* energy above the lowest of the compared OMol25 structures with the same formula, charge and spin: 0.00 kJ/mol
* HOMO level: -13.412 eV

Results of the Mulliken charge analysis, in e, for atoms 1 through 6: Y 0.37; C -0.88; O -0.56; C -0.15; N 1.02; C 0.26

=====

The following is a DFT calculation (ωB97M-V/def2-TZVPD) of C8H9N3 as an isolated structure.

The geometry in ORCA input format:
```
! RIJCOSX wB97M-V def2-TZVPD def2/J DEFGRID3
* xyz 0 1
C 0.7835 -1.4574 -0.6383
C 2.4104 -0.0435 0.5629
C 0.1764 0.9606 0.2075
C -0.6379 1.9041 0.4747
C -2.0537 1.6760 0.5051
C -2.4991 0.5552 -0.1738
C -1.6228 -0.4436 -0.9904
C -0.2796 -0.3359 -0.4637
H 0.8605 -3.5731 -0.9078
H -0.3112 -2.7868 -1.2624
H 3.3925 0.1136 -0.0119
H 2.9052 -0.3092 1.8090
H 1.7922 1.8456 1.2622
H -0.2086 2.5944 1.2328
H -2.8022 2.3409 1.2280
H -3.5550 0.7271 -0.1525
H -2.3568 -1.1438 -1.5707
N 0.5749 -2.4767 -1.4685
N 1.9514 -1.3444 -0.0121
N 1.4797 1.1969 0.3700
*
```

Computed properties:
* energy above the lowest of the compared OMol25 structures with the same formula, charge and spin: 597.68 kJ/mol
* HOMO level: -7.811 eV

Results of the natural (NBO) charge analysis, in e, for atoms 1 through 6: C 0.39; C -0.06; C 0.17; C -0.28; C -0.17; C -0.29

=====

The following is a DFT calculation (ωB97M-V/def2-TZVPD) of C6H22InN8O6 as an isolated structure.

The geometry in ORCA input format:
```
! RIJCOSX wB97M-V def2-TZVPD def2/J DEFGRID3
* xyz 3 1
In 12.8852 -10.9218 -28.7010
C 12.3385 -16.0602 -24.8342
C 11.0605 -16.2638 -25.7690
O 11.0666 -15.7158 -27.0494
O 12.5793 -14.6148 -24.5656
H 13.1571 -16.4911 -25.4107
H 12.3031 -16.6216 -23.9006
H 10.2573 -15.7264 -25.2648
H 10.6978 -17.2904 -25.7193
H 10.4892 -16.2758 -27.5734
H 12.8345 -14.3412 -23.6815
C 6.4680 -12.6514 -31.6646
O 7.4726 -11.8952 -31.6419
N 5.3464 -12.1791 -31.3246
N 6.3007 -13.8968 -32.0970
H 4.4930 -12.7158 -31.3850
H 5.3963 -11.2121 -31.0374
H 7.1512 -14.3634 -32.3779
H 5.3416 -14.2079 -32.1564
C 6.5638 -10.5851 -24.3447
O 7.6099 -10.7770 -24.9898
N 5.6078 -9.8554 -24.8314
N 6.3380 -10.8624 -23.0957
H 4.7082 -9.8802 -24.3727
H 5.6341 -9.4779 -25.7678
H 5.4928 -10.5436 -22.6441
H 6.9223 -11.5239 -22.6046
C 9.7328 -4.2176 -29.5258
O 10.0450 -5.3954 -29.3991
N 8.4316 -3.8778 -29.4390
N 10.5466 -3.2900 -29.8525
H 7.7006 -4.5600 -29.2963
H 8.1554 -2.9145 -29.5644
H 10.2112 -2.3813 -29.5664
H 11.5381 -3.4298 -29.9845
C 18.3474 -16.2068 -29.0337
O 17.3357 -15.5307 -29.1799
N 18.3176 -17.2723 -28.3790
N 19.5337 -15.9836 -29.5641
H 17.4318 -17.6733 -28.1060
H 19.1636 -17.7052 -28.0370
H 19.6732 -15.3172 -30.3101
H 20.3351 -16.5894 -29.4599
*
```

Computed properties:
* energy above the lowest of the compared OMol25 structures with the same formula, charge and spin: 582.74 kJ/mol
* HOMO level: -15.618 eV

Results of the natural (NBO) charge analysis, in e, for atoms 1 through 6: In 1.00; C -0.08; C -0.09; O -0.63; O -0.69; H 0.21

=====

The following is a DFT calculation (ωB97M-V/def2-TZVPD) of a 2-piece molecular cluster, C4H9N3O overall.

The geometry in ORCA input format:
```
! RIJCOSX wB97M-V def2-TZVPD def2/J DEFGRID3
* xyz 0 1
C 1.1566 0.8672 0.4979
N 2.2143 -0.1467 0.2824
C 1.2657 0.0233 -0.6826
N 3.5874 0.0706 0.1860
C -2.3148 -0.2978 0.0255
C -3.5090 -0.7374 -0.3298
O -1.9526 0.0480 1.2880
N 0.7898 -0.3013 -1.7828
H -2.7058 -0.0806 1.8797
H 3.8107 0.9886 -0.2054
H 3.9913 0.0014 1.1168
H 1.3379 -0.9805 -2.3063
H 0.4597 0.6474 1.2941
H 1.3976 1.9197 0.3702
H -1.4963 -0.1731 -0.6677
H -4.3098 -0.8564 0.3831
H -3.7226 -0.9923 -1.3492
*
```

Computed properties:
* energy above the lowest of the compared OMol25 structures with the same formula, charge and spin: 434.78 kJ/mol
* HOMO level: -8.967 eV
* SMILES: [H]/N=C1/CN1N.C=CO

Results of the natural (NBO) charge analysis, in e, for atoms 1 through 6: C -0.33; N -0.27; C 0.44; N -0.64; C 0.15; C -0.55

=====

The following is a DFT calculation (ωB97M-V/def2-TZVPD) of C19H22HgNO13P2 as an isolated structure.

The geometry in ORCA input format:
```
! RIJCOSX wB97M-V def2-TZVPD def2/J DEFGRID3
* xyz -2 2
Hg 0.5413 -0.6135 0.1135
C 7.4706 -1.1492 -0.0270
O 7.1092 -1.3195 1.3103
C 5.7433 -1.2419 1.6203
C 5.4414 -1.1519 2.9774
C 4.1278 -1.0315 3.3686
C 3.0455 -0.9924 2.4521
C 1.7079 -0.8284 2.8837
C 1.3345 -0.9798 4.3532
O 0.7137 -0.5597 2.1205
C 3.3632 -1.1114 1.0447
O 2.4837 -1.1449 0.0930
C 4.7202 -1.2370 0.6858
H 8.5614 -1.0809 -0.0438
H 7.0424 -0.2325 -0.4478
H 7.1650 -2.0005 -0.6478
H 6.2517 -1.1590 3.6971
H 3.9329 -0.9130 4.4249
H 2.0615 -1.5486 4.9243
H 0.3776 -1.4956 4.3793
H 1.2049 -0.0011 4.8150
H 4.9241 -1.3217 -0.3719
N -0.8734 -2.8271 -2.7270
C -1.9153 -1.8412 -2.3509
C -3.1931 -2.0086 -3.1162
P -0.9685 -0.2714 -2.7012
O -0.5876 -0.9192 -4.3012
O -1.5404 1.0350 -3.0675
O 0.3631 -0.4655 -2.0160
P -2.1072 -2.1777 -0.5217
O -2.2967 -3.8984 -0.9445
O -3.3404 -1.9549 0.2539
O -0.7251 -2.2368 0.0852
H -0.7508 -2.8298 -3.7429
H -1.1097 -3.7111 -2.2529
H -0.0351 -2.3849 -2.2899
H -3.0351 -1.7844 -4.1723
H -3.9017 -1.2952 -2.7011
H -3.5875 -3.0190 -2.9899
H -0.3611 -0.1164 -4.7639
H -2.5070 -4.2527 -0.0824
O -0.4054 1.2367 0.1537
C -1.6043 1.0482 -0.1741
O -2.0226 -0.0096 -0.7501
C -2.5727 2.1388 0.0417
C -3.9374 1.8713 0.2176
C -4.8643 2.8896 0.3553
C -4.3895 4.1891 0.2731
O -5.0956 5.4007 0.3210
C -4.1504 6.3757 -0.0287
O -2.8576 5.8418 -0.0145
C -3.0342 4.4597 0.0783
C -2.1014 3.4694 -0.0129
H -4.2513 0.8376 0.2589
H -5.9176 2.6946 0.4955
H -4.2086 7.2151 0.6841
H -4.3829 6.7591 -1.0479
H -1.0554 3.6546 -0.1763
*
```

Computed properties:
* HOMO level (alpha / beta): 1.738 / -1.043 eV

Results of the natural (NBO) charge analysis, in e, for atoms 1 through 6: Hg 1.72; C -0.24; O -0.53; C 0.23; C -0.34; C -0.24

=====

The following is a DFT calculation (ωB97M-V/def2-TZVPD) of C24H18Co2NO6 as an isolated structure.

The geometry in ORCA input format:
```
! RIJCOSX wB97M-V def2-TZVPD def2/J DEFGRID3
* xyz -1 1
C 2.9330 0.0560 1.9911
C 1.5287 0.2590 2.4473
C 1.3711 0.5912 3.8789
N 0.5219 -0.0849 1.6491
C -0.5294 -0.9732 2.0759
C -0.7858 -2.1297 1.3334
C -1.7117 -3.0707 1.7706
C -2.3514 -2.8864 2.9998
C -2.0319 -1.7784 3.7935
C -1.1468 -0.8131 3.3192
H 3.5676 0.8141 2.4640
H 3.3069 -0.9264 2.3372
H 3.0982 0.1013 0.9075
H 2.2916 1.0906 4.2113
H 0.5510 1.2869 4.0894
H 1.2526 -0.3085 4.5077
H -0.2156 -2.2969 0.4151
H -1.9095 -3.9506 1.1558
H -3.0728 -3.6220 3.3591
H -2.4658 -1.6498 4.7885
H -0.9313 0.0694 3.9157
O 2.6215 -1.4858 -6.3198
C 2.1447 -1.1178 -5.3296
Co 1.4257 -0.5252 -3.8354
C 2.9226 0.3071 -3.3745
O 3.8930 0.8579 -3.0855
C 0.5950 0.9818 -4.2274
O 0.0906 1.9868 -4.4750
C 1.1910 -1.1089 -1.7508
C 0.3903 -0.5373 -0.8345
C 0.5709 0.3922 0.2720
C -0.3430 1.6290 0.1044
C 0.2068 2.8779 0.3632
C -0.5153 4.0273 0.0624
C -1.8093 3.9134 -0.4621
C -2.3817 2.6507 -0.6611
C -1.6575 1.5015 -0.3200
Co -0.4918 -1.2300 -2.2657
C -0.2362 -1.7777 -4.0418
O -0.6582 -2.4628 -4.8951
C -1.7291 -0.1589 -2.9398
O -2.5405 0.4505 -3.4942
C -1.5828 -2.5393 -1.7944
O -2.3479 -3.3635 -1.5133
H 2.1330 -1.6383 -1.5730
H 1.5785 0.7856 0.1442
H 1.2123 2.9250 0.7830
H -0.0720 5.0042 0.2360
H -2.3732 4.8119 -0.7135
H -3.3887 2.5533 -1.0767
H -2.1194 0.5110 -0.3922
*
```

Computed properties:
* energy above the lowest of the compared OMol25 structures with the same formula, charge and spin: 79.26 kJ/mol
* HOMO level: -1.748 eV

Results of the natural (NBO) charge analysis, in e, for atoms 1 through 6: C -0.66; C 0.20; C -0.66; N -0.42; C 0.24; C -0.25

=====

The following is a DFT calculation (ωB97M-V/def2-TZVPD) of C19H20BKN9O4S as an isolated structure.

The geometry in ORCA input format:
```
! RIJCOSX wB97M-V def2-TZVPD def2/J DEFGRID3
* xyz -1 1
K 0.4781 0.0352 1.2115
C 3.4714 0.9029 -3.4901
C 2.3167 0.3297 -2.9450
N 2.4187 0.3333 -1.6241
N 3.5463 0.9219 -1.2357
C 4.1841 1.3197 -2.3865
B 3.8015 1.2670 0.3120
N 2.7065 2.1212 0.8846
C 1.6941 2.7911 0.2196
C 0.9705 3.4695 1.1427
C 1.5462 3.2526 2.4157
N 2.6132 2.4687 2.2813
N 4.0038 0.0057 1.1748
C 5.2036 -0.5830 1.2670
C 5.0237 -1.8225 1.8149
C 3.6597 -1.8570 2.1645
N 3.0174 -0.8304 1.6121
H 3.9171 0.9413 -4.5374
H 1.4063 -0.0166 -3.4397
H 5.2245 1.5696 -2.2701
H 4.9271 1.8740 0.2050
H 1.5292 2.7170 -0.8644
H 0.0587 4.0441 0.9274
H 1.3508 3.5139 3.4422
H 6.1222 -0.2113 0.6596
H 5.8161 -2.5368 1.9447
H 3.0559 -2.7071 2.5986
C -1.7516 -2.7136 2.6746
O -0.8948 -1.5885 2.7588
H -2.3268 -2.9801 3.5531
H -1.2977 -3.5808 2.1828
H -2.5489 -2.3869 1.9627
H -1.5395 -0.9446 3.0971
O -4.8785 -1.4954 2.2598
S -4.3962 -0.1995 2.7455
O -3.0655 -0.1992 3.3698
O -5.3101 0.4958 3.5376
C -4.1969 0.5889 1.1250
N -4.9492 1.6579 0.7449
C -4.8203 2.0050 -0.4900
C -4.1271 1.2511 -1.4041
C -3.4701 0.1014 -0.9561
N -3.4228 -0.1517 0.3235
C -2.7780 -0.7826 -1.8854
C -2.7208 -2.1601 -1.5777
C -2.0617 -2.9921 -2.4272
N -1.5438 -2.6557 -3.5977
C -1.5370 -1.3741 -3.8919
C -2.2032 -0.4261 -3.0923
H -5.4948 2.7957 -0.8479
H -4.0809 1.4644 -2.4837
H -3.2358 -2.4502 -0.6631
H -2.0418 -4.0446 -2.2255
H -1.2060 -1.1636 -4.8838
H -2.1634 0.6156 -3.3941
*
```

Computed properties:
* energy above the lowest of the compared OMol25 structures with the same formula, charge and spin: 0.00 kJ/mol
* HOMO level: -6.498 eV

Results of the natural (NBO) charge analysis, in e, for atoms 1 through 6: K 0.95; C -0.37; C -0.08; N -0.31; N -0.32; C -0.05

=====

The following is a DFT calculation (ωB97M-V/def2-TZVPD) of a 2-piece molecular cluster, C2H8N4O2 overall.

The geometry in ORCA input format:
```
! RIJCOSX wB97M-V def2-TZVPD def2/J DEFGRID3
* xyz 0 1
C 0.6289 -0.5135 0.8926
N 1.8348 1.2786 0.0846
N 0.8474 -0.1078 2.1904
N -0.2197 -1.5784 0.7047
N 1.0151 0.1443 -0.1481
H 1.2702 2.0152 0.5101
H 2.1707 1.5863 -0.8228
H -0.6057 -1.6047 -0.2346
H 1.6779 0.4560 2.3032
H 0.6144 -0.7703 2.9122
H -0.9201 -1.7154 1.4176
C -1.4072 0.3438 -1.7198
O -1.7394 -0.4837 -2.7150
O -2.1993 1.0669 -1.1704
H -2.6941 -0.4083 -2.9018
H -0.2739 0.2908 -1.3030
*
```

Computed properties:
* energy above the lowest of the compared OMol25 structures with the same formula, charge and spin: 248.31 kJ/mol
* HOMO level: -8.132 eV
* SMILES: NN=C(N)N.O=CO

Results of the natural (NBO) charge analysis, in e, for atoms 1 through 6: C 0.57; N -0.69; N -0.84; N -0.81; N -0.43; H 0.35

=====

no.,strongest force on any atom (eV/A)
1,0.689
2,7.660
3,7.457
4,0.985
5,3.876
6,4.646
7,3.476
8,2.409